Computed, not measured: a structure of composition C53H50Cl3Ge2NORhS8 in a non-equilibrium geometry, with the ωB97M-V functional and the def2-TZVPD basis.

Structure (XYZ):
```
119
Properties=species:S:1:pos:R:3
Rh 0.16093 1.10727 0.16348
O 1.15862 -5.64856 1.55923
C 0.94293 -4.48723 1.36284
S 1.35281 -3.19257 2.49346
C 0.78066 -1.83003 1.53625
C 0.21181 -2.15286 0.32520
S -0.49409 -1.08346 -0.78121
S 0.17414 -3.85832 -0.09878
S 0.96961 -0.27417 2.18364
C 3.05881 -3.26672 -2.55098
C 3.73945 -1.93243 -2.50929
C 3.56522 -1.03302 -3.55194
C 4.14942 0.22187 -3.52992
C 3.98363 1.15932 -4.68676
C 4.90350 0.59914 -2.41536
C 5.13137 -0.30888 -1.38020
C 5.94671 0.07000 -0.17834
C 4.54456 -1.56524 -1.44446
C 5.50142 1.95260 -2.36417
C 6.81287 2.10166 -2.80642
C 7.43292 3.33616 -2.77940
C 6.74531 4.42852 -2.28721
C 5.43285 4.29926 -1.84024
C 4.80201 3.06245 -1.89229
Ge 2.83095 2.89061 -1.44863
S 2.32364 0.88545 -0.70474
S 1.61650 4.32608 -0.09309
Ge 0.03799 4.04084 -1.76531
S -1.13078 2.19449 -1.53675
S 1.66293 3.56543 -3.31392
C -1.25454 5.53880 -2.16634
C -1.63415 5.81876 -3.47419
C -2.57976 6.81123 -3.71143
C -3.15368 7.50114 -2.66031
C -2.80799 7.18217 -1.36103
C -1.86290 6.19590 -1.10169
C -1.53765 5.83315 0.29789
C -0.50997 6.47922 0.98153
C 0.29488 7.56478 0.33035
C -0.22118 6.10075 2.28700
C -0.93775 5.10212 2.92511
C -0.60454 4.66034 4.31789
C -1.98974 4.50440 2.24459
C -2.30849 4.85986 0.94600
C -3.47338 4.21983 0.25510
C -1.07308 5.05917 -4.61405
C 0.03544 5.55910 -5.29933
C 0.64522 6.86201 -4.87407
C 0.55752 4.83761 -6.36072
C -0.00525 3.63336 -6.75330
C 0.58528 2.83433 -7.87471
C -1.12741 3.17204 -6.08592
C -1.68102 3.87116 -5.02426
C -2.91097 3.34816 -4.34985
C 4.78745 5.51034 -1.28721
C 4.29669 6.49027 -2.14951
C 4.27286 6.25788 -3.62958
C 3.84746 7.69016 -1.61850
C 3.89193 7.93871 -0.25559
C 3.49719 9.27479 0.30100
C 4.34316 6.93426 0.58978
C 4.78705 5.72013 0.09395
C 5.25559 4.64447 1.02507
H 3.25320 -3.76347 -3.50096
H 1.98155 -3.13155 -2.45592
H 3.39616 -3.91183 -1.74260
H 2.94579 -1.31391 -4.39296
H 3.63350 0.61850 -5.56218
H 4.92390 1.65594 -4.92270
H 3.25163 1.93436 -4.45568
H 6.65907 0.85776 -0.41605
H 6.48432 -0.79274 0.21281
H 5.28519 0.43539 0.60803
H 4.69647 -2.25583 -0.62694
H 7.33631 1.23137 -3.18038
H 8.44832 3.44289 -3.13685
H 7.21997 5.40040 -2.24295
H -2.86970 7.02981 -4.72987
H -3.88294 8.27580 -2.85500
H -3.27056 7.69864 -0.53168
H -0.16873 7.90065 -0.59411
H 1.29264 7.19390 0.09865
H 0.39659 8.41544 1.00265
H 0.58895 6.59267 2.80656
H 0.14511 5.30583 4.76871
H -0.21896 3.64210 4.29519
H -1.49555 4.66571 4.94435
H -2.57408 3.73990 2.73718
H -4.04526 3.61878 0.95793
H -3.12751 3.56686 -0.54658
H -4.12460 4.97116 -0.18967
H 1.01478 6.78572 -3.85061
H -0.09969 7.65763 -4.90047
H 1.47413 7.13027 -5.52696
H 1.42629 5.21337 -6.88211
H 1.23421 3.44872 -8.49382
H -0.20055 2.41027 -8.49697
H 1.17400 2.01378 -7.46620
H -1.58381 2.24141 -6.39348
H -3.50284 2.75800 -5.04539
H -3.51935 4.15765 -3.95365
H -2.63165 2.70320 -3.51695
H 3.89018 5.26418 -3.85641
H 5.27705 6.33450 -4.04610
H 3.63819 6.99343 -4.11686
H 3.47114 8.45228 -2.28724
H 2.98467 9.87327 -0.44898
H 4.38789 9.81672 0.62261
H 2.84777 9.15484 1.16591
H 4.35723 7.10372 1.65786
H 5.42438 5.04378 2.02208
H 6.17079 4.18021 0.66146
H 4.49137 3.86759 1.09501
Cl -5.11827 0.49949 1.82020
C -3.54351 0.07780 1.09981
Cl -3.77670 0.04995 -0.70414
Cl -3.08880 -1.55800 1.66190
C -2.49475 0.97774 1.45802
N -1.42861 1.46728 1.38738
```

Summary:
E ... -11010.39183 Eh
2S+1 ... 5
Lowest unoccupied orbital energy (spin up / spin down) ... 2.013 / 0.624 eV
Total charge ... -1
E_HOMO (spin up / spin down) ... -3.893 / -5.240 eV
Kohn-Sham gap (spin up / spin down) ... 5.91 / 5.86 eV

=====

Computed, not measured: a cluster of 2 separate species, C5H16N4 in total in a non-equilibrium geometry, with the ωB97M-V functional and the def2-TZVPD basis.

Structure (XYZ):
```
25
Properties=species:S:1:pos:R:3
C -0.26358 1.99787 -1.42028
C -0.48878 1.33846 -0.07293
N 0.06348 2.08126 0.98429
N -1.66730 0.82374 0.24251
N -2.46190 0.30441 -0.77763
H -1.11747 2.61124 -1.70841
H -0.15788 1.24272 -2.19699
H 0.59734 2.66395 -1.40876
H -0.27741 1.79347 1.88991
H 1.04322 2.30347 0.89315
H -3.10044 -0.39242 -0.40347
H -2.93392 1.02156 -1.32197
C 0.35312 -1.43582 -1.01340
N 0.74733 -1.22533 0.35350
C 2.15138 -1.48175 0.58965
C -0.15580 -1.08471 1.64606
H 0.63382 -2.42941 -1.36486
H -0.72559 -1.34508 -1.10288
H 0.95990 -0.77894 -1.65844
H 2.45771 -2.40111 0.08896
H 2.79391 -0.66627 0.22242
H 2.37912 -1.65332 1.64001
H -1.21411 -1.11631 1.40115
H 0.25428 -0.24389 2.22139
H 0.12957 -1.92778 2.27702
```

Summary:
Structure (SMILES) ... C/C(N)=N\N.CN(C)C
E ... -419.01300 Eh
2S+1 ... 1
Lowest unoccupied orbital energy ... 0.919 eV
Total charge ... 0
E_HOMO ... -7.281 eV
Kohn-Sham gap ... 8.20 eV

=====

Computed, not measured: the molecule C3H6O2, with the ωB97M-V functional and the def2-TZVPD basis.

Structure (XYZ):
```
11
Properties=species:S:1:pos:R:3
C -1.54145 0.14360 0.10133
C -0.05509 -0.84202 0.22211
O -0.31464 -0.10726 1.27112
C 1.23683 -0.39242 -0.44946
O 1.68133 0.88466 -0.07444
H -2.34782 -0.55629 0.28068
H -1.32161 0.30549 -0.96238
H -1.71116 1.13392 0.53834
H 1.11860 -0.43020 -1.53878
H 1.96703 -1.18168 -0.18864
H 1.28798 1.04220 0.80012
```

Summary:
E ... -268.19896 Eh
2S+1 ... 1
Lowest unoccupied orbital energy ... 0.348 eV
Total charge ... 0
E_HOMO ... -8.252 eV
Kohn-Sham gap ... 8.60 eV